No. 1
Entry from the Open Molecules 2025 dataset: a molecular structure, C32H27MnN3O8PS (ωB97M-V with the def2-TZVPD basis set).

Results
total charge	-1
expectation value of S²	3.93
molar mass	699.6	Da
relative energy (zero: lowest compared OMol25 entry of this formula, charge and spin)	0.000	eV
spin multiplicity	4
highest occupied orbital energy (alpha / beta)	-3.828 / -3.820	eV

CARTESIAN COORDINATES (ANGSTROEM)
Mn 0.50341 -0.16400 -0.09162
S -0.01239 -2.57811 1.97799
P -1.21982 1.20470 0.72343
O 4.41642 -4.20247 0.91397
O 2.54785 0.73517 -2.57821
O 2.35176 2.84174 -2.26840
O 1.22622 1.49935 -1.06709
O 2.61625 0.75191 1.35824
O 2.43483 -2.56291 1.13442
O 2.00337 -1.19597 -0.55723
O -1.28455 -2.93511 2.63695
N -0.56034 -0.95727 -1.79251
N 2.08116 1.68834 -1.99716
N -0.15747 -1.37456 1.07026
C -4.17664 -1.08421 2.27564
C -2.87186 0.47457 0.97506
C 3.78491 -2.67529 -0.82984
C -5.12364 -0.07885 0.32092
C -1.36689 1.24941 -2.70249
C -1.41082 2.99616 0.38201
C 4.99572 -2.71162 -2.90713
C -0.22364 3.72642 0.46162
C -2.99744 -0.40202 2.05357
C -5.25178 -0.91164 1.41993
C -1.42430 1.88536 3.52825
C -2.57472 5.01483 -0.20611
C -1.16939 -0.96539 -3.97415
C -1.01987 -0.19277 -2.82273
C 1.23784 1.13690 3.92887
C -0.05090 -3.43104 -1.49838
C 5.80591 -3.72178 -2.40578
C 4.59505 -3.70454 -0.32277
C 3.98849 -2.19145 -2.11971
C -0.79651 -2.25866 -3.62895
C -0.66899 1.40282 2.46746
C 5.60759 -4.21938 -1.13264
C 2.68033 -2.10736 -0.00793
C -0.43044 -2.22104 -2.28124
C 0.46513 1.56552 4.99353
C 1.42364 0.61343 1.45765
C -3.93991 0.59965 0.09047
C -0.21563 5.08284 0.20498
C -2.58613 3.65219 0.04332
C 0.66728 1.05700 2.66447
C -0.85522 1.94897 4.79123
C -1.39351 5.73227 -0.12822
H -6.17192 -1.45313 1.58857
H -1.44582 2.30019 5.62700
H -3.51746 3.11284 -0.01658
H -2.21081 1.38249 -2.02264
H 0.90291 1.60765 5.98104
H 0.71450 5.63119 0.24959
H -0.93683 -3.86663 -1.03196
H 3.63995 -3.70368 1.29013
H -2.45385 2.18355 3.37055
H 3.34996 -1.39534 -2.47681
H -0.76031 -3.12649 -4.26390
H -2.15767 -0.56850 2.71167
H -1.49907 -0.60973 -4.93383
H -5.94782 0.02931 -0.37021
H -1.38688 6.79096 -0.35003
H -3.85637 1.21879 -0.79053
H 2.27392 0.85712 4.05126
H -4.24256 -1.76395 3.11259
H 6.22895 -5.00873 -0.73543
H -3.49694 5.51505 -0.46383
H 6.60772 -4.12309 -3.01223
H 5.15798 -2.32973 -3.90439
H -1.63524 1.64025 -3.68168
H -0.54787 1.84412 -2.30314
H 0.69742 3.21150 0.70445
H 0.66677 -3.21443 -0.71328
H 0.37697 -4.17370 -2.17029

No. 2
Entry from the Open Molecules 2025 dataset: a molecular structure, C32H28As2MoO11S (ωB97M-V with the def2-TZVPD basis set).

Results
total charge	0
molar mass	866.4	Da
highest occupied orbital energy (alpha / beta)	-8.329 / -8.305	eV

CARTESIAN COORDINATES (ANGSTROEM)
Mo 0.17987 -0.36100 -0.59632
As 3.53358 -0.56050 -0.85236
As -0.84858 -0.65675 1.63887
S 0.67222 2.81992 -0.75303
O -0.10176 3.71391 0.05977
O -3.28648 0.09284 -2.64910
O -0.47404 -2.30310 -0.96392
O 0.90710 1.49915 -0.02837
O 3.01910 1.82964 -2.38713
O 1.85188 -0.99289 -0.38439
O 0.89671 -0.44141 -2.86766
O 0.20080 2.57824 -2.09061
O -1.42307 0.12238 -1.42001
O 4.10434 0.24489 0.41233
O -1.84226 -3.70603 -2.02702
C -0.64784 -2.13440 -3.36161
C 0.85544 -1.81620 -3.36190
C -3.82603 -3.42867 0.65307
C 0.47223 -3.62026 4.30618
C 0.22047 -1.80234 2.75833
C -1.74656 1.63677 5.01265
C -2.54936 -1.54022 1.41024
C -1.30646 0.80040 2.80906
C 3.27475 2.99294 -1.69838
C 2.28556 3.53106 -0.87436
C -0.00166 0.11608 -3.88787
C 3.77861 5.31453 -0.24552
C 1.59461 -1.57654 2.79500
C 1.37061 -1.64047 -4.78272
C -2.12512 -0.13548 -2.55472
C 4.49733 3.63297 -1.81111
C -2.07988 3.05472 3.09635
C -1.27564 -0.71580 -3.66333
C 1.84360 -3.40645 4.33380
C -0.34313 -2.81521 3.52264
C -1.33955 0.60316 4.18353
C 0.67158 -0.31765 -5.19082
C -1.67024 2.02388 2.26232
C -2.61344 -2.87928 1.04124
C -3.69234 -0.74890 1.36821
C -4.90185 -1.30296 0.97892
C 4.74482 4.79119 -1.09011
C 2.55109 4.68151 -0.14191
C -4.96741 -2.64155 0.61602
C -1.05799 -2.78330 -2.03650
C -2.12025 2.86082 4.46883
C 2.40323 -2.37779 3.58750
H -2.43795 3.66583 5.11994
H -3.64512 0.29541 1.64334
H 1.38051 0.43435 -5.53171
H 1.44435 -2.45670 -2.71730
H -0.07026 -0.46177 -5.97582
H 0.03338 -4.41631 4.89481
H -1.04576 -0.34738 4.60771
H -1.76877 1.48761 6.08523
H -3.86567 -4.46515 0.34431
H -1.72021 -3.48404 1.01253
H 5.70300 5.28508 -1.19327
H 1.76794 5.06728 0.49695
H -1.61560 2.19381 1.19960
H 3.97898 6.21022 0.32750
H 2.47707 -4.04107 4.94182
H 1.10873 -2.48590 -5.41791
H 3.47056 -2.19703 3.61879
H 2.45528 -1.53434 -4.78143
H -0.90715 -2.83312 -4.15007
H 3.74359 1.67385 -3.00380
H 2.03891 -0.77676 2.21834
H -5.90578 -3.06586 0.27945
H -5.78889 -0.68322 0.94286
H 5.26407 3.21298 -2.45624
H -0.09806 1.18134 -3.73865
H -2.35820 4.00938 2.66698
H -1.41234 -2.97283 3.51174
H -1.91522 -0.73152 -4.53978